{"formula": "C43H64AuBN6O2S2", "method": "wB97M-V/def2-TZVPD", "symbols": ["Au", "C", "C", "C", "C", "C", "C", "C", "C", "C", "N", "N", "B", "N", "N", "C", "C", "C", "C", "C", "C", "C", "C", "C", "N", "N", "C", "C", "C", "C", "C", "C", "C", "C", "C", "H", "H", "H", "H", "H", "H", "H", "H", "H", "H", "H", "H", "H", "H", "H", "H", "H", "H", "H", "H", "H", "H", "H", "H", "H", "H", "H", "H", "H", "H", "H", "H", "H", "H", "H", "H", "H", "H", "H", "H", "H", "H", "H", "H", "H", "H", "O", "S", "C", "C", "C", "C", "S", "O", "C", "C", "C", "C", "C", "C", "C", "C", "C", "C", "C", "C", "H", "H", "H", "H", "H", "H", "H", "H", "H", "H", "H", "H", "H", "H", "H", "H", "H", "H"], "xyz": [[0.6401, 0.0859, 0.1312], [-4.1999, -2.0183, -1.6839], [-2.8443, -1.3274, -1.5196], [-1.7305, -2.1732, -2.1164], [-2.5785, -1.0431, -0.0717], [-3.4946, -0.9138, 0.9626], [-2.7695, -0.8106, 2.1406], [-3.3505, -0.7230, 3.5192], [-2.7204, 0.3939, 4.3331], [-3.3649, -2.0808, 4.2232], [-1.4534, -0.8627, 1.8199], [-1.3549, -1.0725, 0.4723], [-0.1739, -1.3278, 2.6463], [0.6383, -2.2534, 1.6852], [1.1649, -1.7544, 0.5351], [1.8304, -2.6955, -0.1333], [1.7765, -3.8476, 0.6441], [1.0202, -3.5407, 1.7721], [0.7152, -4.4110, 2.9514], [0.2601, -5.7953, 2.4962], [1.9441, -4.4944, 3.8586], [2.5078, -2.4357, -1.4427], [4.0112, -2.6841, -1.3174], [1.9021, -3.2991, -2.5496], [0.7801, -0.1571, 3.0483], [1.5517, 0.3283, 2.0377], [2.6280, 0.9416, 2.5197], [2.5207, 0.9066, 3.9108], [1.3847, 0.1835, 4.2204], [0.8957, -0.0830, 5.6262], [2.0485, 0.1304, 6.6151], [0.2447, -1.4344, 5.9071], [3.8128, 1.4277, 1.7252], [5.0801, 0.8675, 2.3797], [3.8124, 1.0524, 0.2479], [-4.3492, -2.2895, -2.7269], [-5.0266, -1.3729, -1.3947], [-4.2501, -2.9293, -1.0888], [-2.8936, -0.3665, -2.0437], [-1.6291, -3.1132, -1.5734], [-0.7756, -1.6527, -2.0976], [-1.9643, -2.4110, -3.1534], [-4.5646, -0.9660, 0.8927], [-4.3978, -0.4449, 3.3509], [-1.6356, 0.3349, 4.3458], [-3.0716, 0.3589, 5.3650], [-2.9997, 1.3603, 3.9141], [-2.3647, -2.4783, 4.3797], [-3.9291, -2.8086, 3.6436], [-3.8448, -1.9802, 5.1953], [-0.5154, -1.9200, 3.5955], [2.2399, -4.7880, 0.4183], [-0.0952, -3.9434, 3.5119], [1.0554, -6.3158, 1.9637], [-0.6053, -5.7362, 1.8397], [-0.0060, -6.4031, 3.3585], [2.7752, -4.9728, 3.3413], [1.7181, -5.0820, 4.7454], [2.2718, -3.5051, 4.1764], [2.3430, -1.3777, -1.6877], [4.2079, -3.7389, -1.1306], [4.4554, -2.1140, -0.5008], [4.5151, -2.4126, -2.2427], [1.9731, -4.3545, -2.2913], [2.4466, -3.1476, -3.4787], [0.8559, -3.0653, -2.7212], [3.2293, 1.3114, 4.6053], [0.1557, 0.7054, 5.8283], [2.8879, -0.5271, 6.3896], [1.7073, -0.0946, 7.6232], [2.4072, 1.1575, 6.6170], [0.9004, -2.2590, 5.6306], [-0.7081, -1.5725, 5.4096], [0.0622, -1.5057, 6.9771], [3.8461, 2.5195, 1.8153], [5.0347, -0.2195, 2.4357], [5.2200, 1.2512, 3.3872], [5.9548, 1.1431, 1.7944], [3.8369, -0.0309, 0.1212], [4.7039, 1.4564, -0.2283], [2.9648, 1.4523, -0.3006], [-0.5563, 0.5729, -1.7822], [-0.9221, 1.7167, -2.7128], [0.6532, 2.6742, -2.8782], [0.6624, 4.2028, -2.8886], [1.3010, 4.8788, -1.6743], [0.5318, 4.8394, -0.3583], [1.0961, 3.4953, 0.7065], [0.4209, 2.2823, 0.0759], [0.2502, 3.9285, 2.2097], [-0.8006, 3.1791, 2.7067], [-1.3466, 3.5455, 3.9304], [-0.8484, 4.6294, 4.6315], [0.2090, 5.3660, 4.1217], [0.7707, 5.0105, 2.9091], [-2.1541, 2.7384, -1.8925], [-2.6627, 2.4185, -0.6402], [-3.6781, 3.1925, -0.0990], [-4.2014, 4.2606, -0.8100], [-3.7390, 4.5360, -2.0862], [-2.7301, 3.7611, -2.6415], [1.0425, 2.2916, -3.8213], [1.2764, 2.2762, -2.0757], [-0.3289, 4.6120, -3.0559], [1.2508, 4.5119, -3.7545], [1.4521, 5.9298, -1.9288], [2.3051, 4.4748, -1.5168], [-0.5475, 4.7283, -0.4695], [0.7250, 5.7402, 0.2221], [-1.1831, 2.3325, 2.1555], [-2.1670, 2.9829, 4.3407], [-1.2842, 4.9043, 5.5804], [0.5996, 6.2096, 4.6682], [1.6133, 5.5681, 2.5250], [-2.2762, 1.5769, -0.1029], [-4.0705, 2.9524, 0.8780], [-4.9961, 4.8569, -0.3857], [-4.1754, 5.3375, -2.6630], [-2.4161, 3.9455, -3.6591]], "atomic_forces_ev_per_a": [[1.169, 1.516, 1.830], [0.051, 0.059, -0.053], [-0.103, 0.071, 0.031], [0.068, -0.067, -0.176], [0.508, -0.503, 0.402], [-0.179, 0.173, 0.467], [-0.150, -0.009, -0.133], [-0.208, -0.039, -0.194], [-0.075, 0.024, 0.175], [-0.007, 0.039, 0.067], [0.174, -0.559, 0.245], [-0.451, 0.657, -0.948], [-0.778, 0.104, -0.255], [0.152, 0.033, 0.093], [-0.475, -0.111, 0.080], [0.102, -0.046, -0.246], [-0.165, 0.183, -0.001], [0.035, 0.113, -0.030], [-0.077, 0.013, 0.035], [0.023, -0.012, -0.020], [0.032, 0.010, -0.027], [-0.029, 0.044, -0.009], [0.032, 0.025, 0.053], [0.023, -0.008, 0.019], [0.008, -0.155, 0.046], [-0.047, 0.146, -1.115], [0.170, 0.102, -0.065], [0.090, -0.087, -0.236], [-0.225, -0.068, -0.040], [-0.103, 0.191, 0.094], [-0.033, 0.059, -0.023], [-0.027, -0.020, 0.066], [0.045, 0.139, -0.013], [0.066, 0.054, 0.066], [-0.006, -0.006, 0.082], [-0.014, -0.008, -0.056], [-0.046, 0.046, 0.054], [0.011, -0.061, 0.031], [0.028, -0.075, -0.047], [-0.016, -0.068, 0.055], [-0.047, -0.059, 0.011], [0.015, -0.011, -0.064], [-0.149, 0.088, 0.009], [0.091, -0.065, 0.068], [0.181, -0.019, 0.016], [-0.012, 0.038, 0.011], [-0.029, -0.105, -0.042], [0.047, -0.022, 0.012], [-0.012, -0.039, -0.045], [-0.017, -0.032, 0.058], [0.075, -0.076, -0.006], [0.067, -0.133, -0.044], [-0.024, -0.008, -0.012], [0.051, -0.025, -0.029], [-0.068, 0.004, -0.036], [-0.009, -0.008, 0.050], [0.036, -0.029, -0.034], [-0.027, -0.039, 0.062], [0.036, 0.069, 0.026], [0.012, -0.010, -0.035], [0.004, -0.064, 0.014], [0.007, 0.003, -0.003], [0.016, 0.018, -0.044], [0.030, -0.067, 0.017], [0.034, 0.029, -0.064], [-0.100, 0.017, 0.000], [0.080, 0.029, 0.048], [-0.006, -0.115, -0.027], [0.025, -0.059, -0.002], [-0.017, 0.006, 0.017], [0.017, 0.048, -0.004], [0.058, -0.056, -0.041], [-0.022, 0.067, 0.071], [0.005, -0.015, 0.062], [-0.037, -0.046, -0.039], [0.003, -0.076, -0.024], [0.012, 0.002, 0.048], [0.042, 0.034, -0.018], [-0.038, -0.049, -0.013], [0.068, -0.004, 0.025], [-0.224, 0.088, -0.102], [0.251, -0.299, -0.014], [0.103, 0.164, -0.094], [-0.067, 0.005, 0.146], [0.130, 0.049, -0.097], [0.065, 0.022, -0.145], [-0.013, -0.146, 0.027], [0.365, 0.405, 0.262], [-1.001, -1.155, -0.243], [0.036, -0.168, -0.001], [0.009, 0.020, 0.011], [0.018, 0.016, -0.049], [-0.026, 0.039, 0.025], [0.042, 0.015, -0.067], [0.059, -0.015, 0.034], [0.101, 0.083, -0.017], [0.245, 0.231, -0.137], [0.044, -0.053, -0.029], [-0.058, 0.015, 0.015], [0.111, -0.063, -0.103], [0.075, 0.013, 0.001], [-0.072, -0.066, -0.003], [-0.119, -0.042, -0.062], [-0.178, 0.052, 0.035], [-0.057, 0.000, 0.000], [-0.040, -0.032, -0.003], [0.063, -0.001, -0.031], [-0.078, -0.053, 0.004], [0.017, 0.024, 0.120], [-0.044, -0.131, -0.070], [-0.046, 0.018, 0.050], [-0.037, 0.006, 0.060], [0.049, 0.081, 0.045], [0.107, 0.052, -0.054], [0.217, -0.341, 0.223], [-0.025, -0.058, 0.079], [-0.027, 0.031, 0.030], [-0.022, 0.045, -0.043], [0.056, 0.029, -0.104]], "lumo_ev": -7.999, "e_tot_ev": -84690.296, "homo_ev": -13.68, "gap_ev": 5.6823, "charge": 2, "spin_multiplicity": 1}